This record from the OMol25 dataset describes C20H41N6O3PSTi as an isolated structure. The level of theory is wB97M-V/def2-TZVPD.

Element x y z (Å)
Ti1 -0.07144 -0.00852 -0.03997
C1 -2.04998 -0.78545 3.88517
C2 -1.67787 -0.64152 2.45039
N1 -0.50356 -0.85353 1.96375
N2 0.49469 -1.36952 2.74727
C3 1.60704 -1.81381 2.12208
N3 2.52766 -2.42781 2.83586
S1 1.79558 -1.59805 0.43588
C4 -2.70607 -0.40085 1.40801
C5 -4.05262 -0.45440 1.69452
C6 -4.96449 -0.52812 0.63782
C7 -4.48635 -0.58391 -0.65298
C8 -3.11374 -0.49563 -0.86310
N4 -2.23755 -0.37217 0.13287
H1 -1.22193 -0.54024 4.55052
H2 -2.37751 -1.80940 4.09045
H3 -2.86996 -0.11907 4.14169
H4 0.29078 -1.61813 3.70757
H5 2.43118 -2.62297 3.82327
H6 3.36578 -2.76460 2.38312
H7 -4.41299 -0.47351 2.71223
H8 -6.02570 -0.57634 0.84368
H9 -5.14849 -0.69148 -1.50054
H10 -2.70813 -0.53144 -1.86404
C9 0.97201 1.79574 2.44008
N5 1.23566 1.73587 0.97969
C10 2.70860 1.60003 0.80585
C11 0.82550 3.05640 0.40856
C12 -0.52295 2.93786 -0.24078
N6 -0.52359 1.85751 -1.26404
C13 0.59360 2.03659 -2.23031
C14 -1.78391 2.01656 -2.03541
H11 1.51111 2.63688 2.88115
H12 1.31386 0.88589 2.92244
H13 -0.09304 1.93944 2.62794
H14 3.20655 2.50987 1.14813
H15 2.96017 1.43189 -0.23992
H16 3.07612 0.75982 1.38776
H17 1.57280 3.38136 -0.31207
H18 0.79901 3.81598 1.19143
H19 -0.80892 3.88794 -0.70285
H20 -1.29990 2.69918 0.49580
H21 0.66426 3.08151 -2.54428
H22 0.39816 1.41733 -3.10140
H23 1.54861 1.73957 -1.79607
H24 -1.76823 2.98221 -2.54620
H25 -2.63765 2.00344 -1.36153
H26 -1.86388 1.22878 -2.77683
C15 3.26105 -2.12678 -4.23492
C16 2.58498 -1.42978 -3.08474
O1 1.34764 -2.15408 -2.76977
P1 0.03663 -1.47911 -2.21955
O2 -0.90378 -2.71727 -1.94075
C17 -0.49001 -4.01681 -1.39177
C18 -1.65831 -4.95745 -1.50774
O3 -0.69461 -0.72242 -3.39452
C19 -0.88509 -1.33679 -4.73619
C20 -0.23531 -0.45558 -5.76693
H27 4.22218 -1.65159 -4.43140
H28 2.66047 -2.06917 -5.14150
H29 3.44199 -3.17319 -3.99524
H30 2.32905 -0.39568 -3.33161
H31 3.19862 -1.44907 -2.18384
H32 -0.19035 -3.85864 -0.35402
H33 0.37182 -4.35817 -1.96163
H34 -2.52421 -4.58373 -0.96168
H35 -1.38231 -5.92487 -1.08804
H36 -1.93565 -5.10977 -2.54931
H37 -1.96189 -1.41071 -4.86690
H38 -0.46172 -2.33978 -4.71496
H39 -0.64229 0.55496 -5.73521
H40 -0.43067 -0.86003 -6.76023
H41 0.84572 -0.41153 -5.63038

Atoms 1-3, force components in eV/Å:
Ti 0.31 -0.01 0.08
C 0.07 0.00 0.01
C 0.00 -0.07 0.03

Results
* HOMO (spin up / spin down): -18.0 / -18.0 eV
* Kohn-Sham gap (spin up / spin down): 7.78 / 7.99 eV
* charge: +3
* <S²>: 0.75
* relative energy (zero: lowest compared OMol25 entry of this formula, charge and spin): 0.4325 eV
* multiplicity: 2

***

This record from the OMol25 dataset describes C20H42AsBFeN9O as an isolated structure. The level of theory is wB97M-V/def2-TZVPD.

Element x y z (Å)
Fe1 0.40262 0.75548 -0.25533
B1 -0.25412 4.09608 0.05420
N1 0.88171 3.49565 -0.86105
C1 1.92344 4.19713 -1.26391
C2 2.55871 3.52026 -2.31507
C3 1.82164 2.37482 -2.47698
N2 0.80544 2.32745 -1.57505
N3 -1.44115 3.11838 -0.02565
C4 -2.73714 3.41435 -0.04371
C5 -3.47893 2.23689 -0.01915
C6 -2.53606 1.23528 0.02423
N4 -1.29514 1.77900 0.03906
H1 -0.61037 5.13968 -0.41364
H2 0.14232 4.30253 1.18479
H3 2.13112 5.16150 -0.82666
H4 3.41150 3.84220 -2.88750
H5 1.94278 1.58717 -3.20015
H6 -3.06231 4.44033 -0.09619
H7 -4.54971 2.13468 -0.02638
H8 -2.66315 0.16535 0.09640
N5 0.03395 0.62679 2.02116
C7 1.05125 0.06934 2.95191
C8 0.81368 -1.42218 3.17196
C9 0.43023 -2.11987 1.87712
C10 1.44193 -1.94839 0.75052
N6 0.72358 -1.49219 -0.46806
H9 -0.05295 1.63236 2.15172
H10 -0.87826 0.22662 2.23052
H11 1.02556 0.56734 3.92303
H12 2.02461 0.26853 2.51065
H13 -0.00483 -1.57197 3.87986
H14 1.70363 -1.85084 3.63645
H15 -0.51454 -1.69936 1.52999
H16 0.24506 -3.17607 2.07236
H17 1.98226 -2.87809 0.56830
H18 2.18237 -1.18379 0.98746
H19 0.01813 -2.18188 -0.71434
H20 1.38250 -1.42807 -1.23883
C11 6.19436 2.08920 1.25245
N7 4.89827 1.70824 0.70727
C12 4.70861 0.83397 -0.44226
C13 3.20425 0.76408 -0.48166
O1 2.48987 0.14991 -1.28012
N8 2.66948 1.48312 0.50761
C14 3.70508 2.05380 1.17948
N9 3.51535 2.86679 2.20888
H21 6.93798 1.37056 0.91876
H22 6.16838 2.06275 2.34152
H23 6.49495 3.08164 0.91555
H24 5.15817 -0.14946 -0.29008
H25 5.11209 1.25885 -1.36360
H26 2.57612 3.16428 2.41798
H27 4.27967 3.36830 2.63026
C15 -5.42259 -1.29550 -0.27471
C16 -4.69553 -2.63509 -0.32498
As1 -2.75237 -2.42351 -0.30832
C17 -2.10868 -4.28411 -0.34213
C18 -2.96227 -5.31302 -1.08221
C19 -2.44184 -1.67769 -2.11644
C20 -2.64560 -2.63071 -3.29233
H28 -6.50055 -1.45329 -0.26468
H29 -5.19108 -0.67398 -1.14220
H30 -5.16187 -0.73901 0.62855
H31 -4.96863 -3.19384 -1.22152
H32 -4.95399 -3.24786 0.53921
H33 -2.01644 -4.56289 0.70889
H34 -1.09403 -4.27053 -0.75618
H35 -3.98034 -5.34364 -0.69721
H36 -2.53256 -6.30610 -0.94274
H37 -3.00021 -5.12207 -2.15228
H38 -1.43413 -1.24956 -2.13327
H39 -3.14652 -0.84655 -2.19013
H40 -1.88960 -3.41564 -3.31962
H41 -2.58604 -2.08591 -4.23640
H42 -3.62914 -3.09802 -3.25539

Atoms 1-3, force components in eV/Å:
Fe 0.84 -0.02 0.36
B 0.04 0.33 -0.02
N -0.08 0.03 0.11

Results
* HOMO (spin up / spin down): -13.0 / -13.0 eV
* Kohn-Sham gap (spin up / spin down): 8.10 / 4.68 eV
* charge: +2
* <S²>: 8.76
* relative energy (zero: lowest compared OMol25 entry of this formula, charge and spin): 1.4525 eV
* multiplicity: 6

***

This record from the OMol25 dataset describes C20H42B2Br3Cl5N3O16V as an isolated structure. The level of theory is wB97M-V/def2-TZVPD.

Element x y z (Å)
O1 3.73749 -4.53026 0.62516
B1 2.93219 -3.43641 -0.00935
O2 3.28894 -2.00837 0.19466
C1 1.56864 -3.74834 -0.93477
C2 0.40329 -4.23315 0.11132
C3 -0.71998 -3.14470 0.64553
N1 -1.95134 -3.54983 0.12254
B2 -3.26908 -2.81363 0.43002
O3 -4.14491 -2.18609 -0.57928
O4 -3.66347 -2.81041 1.88322
C4 -1.87618 -4.76995 -0.76930
C5 -0.52878 -5.54035 -0.24090
H1 4.42561 -4.04027 1.18756
H2 2.44178 -1.57176 0.54821
H3 1.29359 -2.81442 -1.58915
H4 1.82494 -4.62372 -1.67910
H5 0.99369 -4.47112 1.12093
H6 -0.55682 -2.22714 1.37039
H7 -4.60306 -2.94656 -1.06796
H8 -3.55847 -3.78386 2.14979
H9 -2.86496 -5.36529 -0.96313
H10 -1.58154 -4.27977 -1.81260
H11 -0.85135 -6.08259 0.76485
H12 -0.15056 -6.34643 -1.00042
C6 -3.17232 0.66636 -0.56906
C7 -2.65573 1.68622 -1.49712
N2 -2.24762 2.49187 -2.23041
H13 -3.99191 1.05562 0.04425
H14 -3.55573 -0.20953 -1.10302
H15 -2.39507 0.31256 0.11664
C8 0.23339 2.27599 -5.25139
Cl1 0.44659 2.93016 -6.88424
Cl2 -0.63321 0.73153 -5.30831
Cl3 1.80148 2.08022 -4.44996
H16 -0.36356 2.98468 -4.67169
C9 1.17156 -2.04262 -4.96897
O5 0.56268 -2.04933 -3.91019
O6 0.65280 -2.10323 -6.08968
O7 2.40070 -1.97418 -5.08364
C10 5.64124 -3.63957 -5.86450
Br1 5.59280 -3.09449 -7.73125
Br2 4.64738 -5.28476 -5.56473
Br3 7.46287 -3.76185 -5.19308
H17 5.14040 -2.85410 -5.28898
N3 7.79694 -7.01328 -4.45581
H18 6.89465 -6.54760 -4.60816
H19 7.94767 -7.71584 -5.18926
H20 8.55113 -6.31737 -4.48825
H21 7.79429 -7.47250 -3.53742
O8 4.83948 3.38943 -3.63929
V1 4.49694 4.33158 -2.19659
O9 4.15439 5.27373 -0.75390
C11 7.54906 2.80739 4.93907
C12 7.35760 3.41761 3.56210
O10 7.43514 2.40906 2.54674
C13 6.31140 1.67177 2.36409
O11 5.26188 1.80023 2.97647
O12 6.56181 0.75124 1.40106
C14 5.47734 -0.14357 1.16175
H22 8.47406 2.22268 4.97679
H23 7.58943 3.58605 5.70617
H24 6.73087 2.12340 5.18555
H25 8.16552 4.12985 3.36474
H26 6.41508 3.97286 3.49332
H27 4.54880 0.40042 0.96286
H28 5.35604 -0.81759 2.01555
H29 5.72002 -0.74231 0.27943
C15 -3.09455 -8.07497 -0.46250
O13 -2.85174 -7.69825 -1.63419
O14 -3.91167 -9.11850 -0.46385
O15 -2.70581 -7.64129 0.64516
H30 -3.95155 -9.11391 -1.44187
C16 -4.36744 3.64774 1.84243
Cl4 -4.74638 2.07345 2.55172
Cl5 -5.81515 4.40785 1.17068
H31 -3.95207 4.29643 2.61742
H32 -3.63427 3.51094 1.04383
C17 -7.07059 7.98678 2.37927
C18 -7.66948 6.91472 3.27506
O16 -7.47913 7.16403 4.66432
C19 -8.05368 8.36175 5.18247
C20 -9.56375 8.42468 5.03122
H33 -6.00890 8.12945 2.60572
H34 -7.17268 7.70592 1.32630
H35 -7.56625 8.95139 2.51838
H36 -7.17329 5.96369 3.05909
H37 -8.73163 6.76771 3.05714
H38 -7.57437 9.23672 4.73259
H39 -7.80807 8.38925 6.24925
H40 -9.86302 8.45207 3.97886
H41 -9.95875 9.32300 5.51396
H42 -10.03369 7.54503 5.48168

Atoms 1-3, force components in eV/Å:
O -0.68 4.28 -0.76
B 0.69 0.19 0.41
O -2.24 -2.52 1.12

Results
* HOMO: -6.1 eV
* Kohn-Sham gap: 1.85 eV
* charge: 0

***

| no. | strongest force on any atom (hartree/bohr) |
| --- | --- |
| 1 | 0.007 |
| 2 | 0.018 |
| 3 | 0.088 |